No. 1
Molecular formula: C27H37N4O4SZr
Method: DFT, wB97M-V/def2-TZVPD

Structure (XYZ):
```
74
C27H37N4O4SZr wB97M-V/def2-TZVPD
Zr 1.82569 -0.11564 -0.39662
O -0.91440 1.38681 0.18463
C -1.44763 0.90865 -1.08626
C -0.21871 0.17162 -1.47296
O 0.80155 0.83040 -2.00103
O -0.00492 -0.99849 -0.86864
C -2.66308 0.01999 -0.86103
C -3.64562 0.39257 0.05577
C -4.79559 -0.39366 0.20291
C -4.96087 -1.55104 -0.56089
C -3.97365 -1.91426 -1.48224
C -2.83553 -1.13975 -1.62960
C -1.82062 2.05292 -2.01281
C -2.72702 1.81611 -3.06854
C -3.16784 2.86953 -3.86548
C -2.71104 4.16628 -3.63174
C -1.75901 4.39069 -2.63533
C -1.29159 3.33752 -1.85068
H -1.35162 2.18943 0.52676
H -3.57671 1.30334 0.63285
H -5.54469 -0.09512 0.92198
H -5.84631 -2.16089 -0.43671
H -4.10585 -2.78917 -2.11123
H -2.09908 -1.45270 -2.36147
H -3.12879 0.83050 -3.26758
H -3.88292 2.68907 -4.64968
H -3.07773 4.99444 -4.21638
H -1.34957 5.37353 -2.47022
H -0.50764 3.51598 -1.12106
C 3.78499 0.68571 -2.63567
C 3.51834 -0.77154 -2.90708
O 2.70959 -1.33326 -1.85542
C 2.51164 -2.77123 -1.84047
C 2.13957 -3.22198 -0.46435
H 4.54124 1.06024 -3.32521
H 4.16168 0.86347 -1.61460
H 2.87223 1.28862 -2.75987
H 4.44696 -1.35704 -2.93234
H 2.97993 -0.94002 -3.85362
H 3.47652 -3.19067 -2.18062
H 1.75648 -2.98784 -2.61140
H 2.78963 -2.80927 0.32143
H 2.20882 -4.30506 -0.38306
H 1.11262 -2.94629 -0.21162
C 6.07602 -0.86420 1.87674
C 4.83735 -0.60956 1.14469
N 3.85556 -0.42319 0.54404
H 6.77692 -1.37359 1.20579
H 5.86010 -1.48070 2.75279
H 6.49764 0.09227 2.17902
C 0.94764 3.46860 3.02110
C 1.81117 3.95386 1.87959
C 2.02678 2.86102 0.94559
N 2.16046 1.90579 0.29271
H 0.69955 4.25118 3.73220
H 1.41194 2.65580 3.57781
H -0.00620 3.09004 2.65905
H 2.80292 4.28855 2.20343
H 1.35661 4.75722 1.30024
S 1.30512 -0.81847 2.04854
C -0.14858 -1.55982 2.54107
N -0.08301 -2.53149 3.49289
C -1.23782 -3.21121 4.07550
C -2.40595 -3.15627 3.09547
C -2.61805 -1.72768 2.59602
N -1.36735 -1.18626 2.08499
H 0.86439 -2.71795 3.79955
H -1.47923 -2.72026 5.02722
H -0.94412 -4.23586 4.31279
H -3.31769 -3.53881 3.56310
H -2.24325 -3.83209 2.25281
H -3.00596 -1.08357 3.38834
H -3.36241 -1.70133 1.79800
H -1.29997 -0.44454 1.39612
```

The value obtained for the total energy is -2015.4873 hartree. The total charge is +3. The orbital gap comes out at 6.120 eV. The LUMO energy comes out at -9.8 eV.

***

No. 2
Molecular formula: C5H11N4O
Method: DFT, wB97M-V/def2-TZVPD

Structure (XYZ):
```
21
C5H11N4O wB97M-V/def2-TZVPD
C -1.63486 0.78382 -0.46387
C -1.96324 -0.56468 -0.51809
C 1.14447 -0.51549 0.24379
C -2.54254 -0.98740 0.90256
C 2.59120 -0.45796 -0.30525
N -0.76749 -1.54802 -0.84234
N 0.34850 -1.50238 -0.53178
N 0.48210 0.69334 0.64687
N 1.09033 1.81714 0.00525
O -1.37760 1.88653 -0.69479
H -2.70885 -0.62032 -1.31047
H 1.11766 -1.18325 1.22466
H -1.72154 -0.73791 1.62055
H -2.86521 -2.03600 0.77715
H -3.45647 -0.35970 1.28731
H 2.76788 -1.47153 -0.71352
H 3.31894 -0.12271 0.44376
H 2.68230 0.43170 -1.06957
H 2.08518 1.89201 -0.05816
H 0.58906 2.59505 0.36805
H 0.82016 2.00777 -1.01209
```

The value obtained for the total energy is -490.9107 hartree. The total charge is +1. The orbital gap comes out at 8.182 eV. The LUMO energy comes out at -4.2 eV.

***

No. 3
Molecular formula: C5H11NO
Method: DFT, wB97M-V/def2-TZVPD

Structure (XYZ):
```
18
C5H11NO wB97M-V/def2-TZVPD
C -0.73646 0.80460 -2.42229
C -0.13912 0.30123 -1.08019
C -0.77513 0.97684 0.12548
C -0.53497 0.13675 1.42216
C 0.78492 -0.55358 1.31847
O 1.68968 -0.55924 2.06653
N -0.04342 -1.14847 -1.00416
H 0.08625 0.96880 -3.12180
H -1.36491 0.08244 -2.90569
H -1.28811 1.73627 -2.32672
H 0.89216 0.65208 -1.12856
H -1.84729 1.04746 0.04416
H -0.32742 1.96707 0.20204
H -1.27995 -0.65274 1.39867
H -0.63031 0.76091 2.30542
H 0.96291 -1.12129 0.30836
H -0.89786 -1.64436 -0.77363
H 0.33894 -1.50814 -1.87362
```

The value obtained for the total energy is -326.7605 hartree. The total charge is +1. The orbital gap (spin up / spin down) comes out at 10.930 / 7.363 eV. Its multiplicity is 2. The LUMO energy (spin up / spin down) comes out at -4.1 / -7.7 eV.

***

No. 4
Molecular formula: C6H11N
Method: DFT, wB97M-V/def2-TZVPD

Structure (XYZ):
```
18
C6H11N wB97M-V/def2-TZVPD
C 2.12182 0.07554 -0.04900
C 0.85552 -0.76232 0.05181
C -0.49315 0.00452 0.12512
C -1.58583 -1.07158 0.28848
C -0.78054 1.07398 -0.97729
C -0.48805 0.89268 1.30807
N -0.51330 1.74527 2.09007
H 2.12459 0.68527 -0.95691
H 3.00354 -0.57414 -0.08139
H 2.22841 0.73665 0.81796
H 0.91304 -1.37793 0.96051
H 0.80122 -1.47304 -0.78377
H -1.34468 -1.70564 1.15022
H -2.58335 -0.65480 0.44909
H -1.61042 -1.72192 -0.59334
H -1.73561 1.55350 -0.73396
H -0.01672 1.85695 -0.91930
H -0.83910 0.74420 -2.01902
```

The value obtained for the total energy is -289.9633 hartree. Its SMILES is CCC(C)(C)C#N. The total charge is 0. The orbital gap comes out at 12.177 eV. The LUMO energy comes out at 0.8 eV.

***

No. 5
Molecular formula: C43H45AsBF2HfN8S
Method: DFT, wB97M-V/def2-TZVPD

Structure (XYZ):
```
102
C43H45AsBF2HfN8S wB97M-V/def2-TZVPD
Hf -0.61939 0.70058 -0.41212
C -2.70494 3.89528 1.63900
C -1.67722 2.90546 2.21952
C -2.14111 1.46674 2.42006
N -2.15515 0.63833 1.20958
C -2.84049 -0.51860 1.28821
C -3.37965 -1.03339 2.46838
C -4.26892 -2.08243 2.71186
C -4.99939 -2.84715 1.83549
C -4.88237 -2.79592 0.44972
C -3.93897 -2.15352 -0.32330
C -2.86129 -1.30906 0.04085
N -1.83499 -1.10006 -0.77228
C -1.70882 -1.89829 -1.99897
C -0.27815 -1.87929 -2.51797
C 0.06436 -0.61921 -3.29839
N -0.36603 0.57392 -2.56230
C -0.56719 1.72029 -3.22577
C -0.04503 1.91900 -4.50914
C -0.06657 3.02285 -5.35452
C -0.67243 4.25406 -5.19472
C -1.47758 4.61762 -4.13002
C -1.83733 3.91722 -2.98845
C -1.44930 2.66153 -2.50621
N -1.92374 2.15957 -1.35297
C -3.03076 2.86771 -0.69227
C -2.61974 4.10447 0.12766
H -2.55589 4.86248 2.12185
H -3.71809 3.57371 1.90783
H -1.37138 3.26018 3.20558
H -0.76827 2.92968 1.61005
H -3.15005 1.49272 2.84345
H -1.50417 0.99203 3.17575
H -3.03512 -0.54267 3.36890
H -4.44532 -2.27280 3.76584
H -5.72508 -3.53435 2.25121
H -5.59072 -3.39924 -0.10843
H -4.01647 -2.34186 -1.38573
H -2.38785 -1.50105 -2.76320
H -2.01375 -2.92632 -1.79808
H -0.10830 -2.74473 -3.16018
H 0.40364 -1.99499 -1.67238
H -0.47204 -0.64331 -4.25250
H 1.13490 -0.60027 -3.51508
H 0.51018 1.07540 -4.89636
H 0.48246 2.88632 -6.28130
H -0.53566 4.98251 -5.98354
H -1.91246 5.60916 -4.19530
H -2.51242 4.45666 -2.34205
H -3.50230 2.14497 -0.03300
H -3.77576 3.12348 -1.44836
H -3.25637 4.94832 -0.14861
H -1.59573 4.38796 -0.13117
C 4.90545 2.86140 -4.22258
C 4.57287 1.61043 -3.49704
N 5.20727 0.48565 -3.58382
N 4.51438 -0.33516 -2.72094
C 3.47378 0.23552 -2.11034
S 2.46240 -0.49778 -0.97689
N 3.51061 1.50035 -2.61865
N 2.60367 2.48450 -2.24896
H 5.76595 2.67514 -4.85984
H 5.14677 3.66432 -3.52562
H 4.07237 3.19349 -4.84451
H 4.81524 -1.28460 -2.57509
H 3.02080 3.13132 -1.58996
H 2.24258 2.96109 -3.06514
C -1.22900 -3.38051 5.69561
C -1.64025 -3.81856 4.44015
C -1.16669 -3.19227 3.29808
C -0.27268 -2.13224 3.40526
C 0.13289 -1.68578 4.65255
C -0.34907 -2.31407 5.79894
As 0.43403 -1.34612 1.77991
C 1.22702 -2.95242 1.03875
C 0.58003 -3.94439 0.31581
C 1.30524 -5.04672 -0.12451
C 2.66545 -5.13813 0.16042
C 3.30596 -4.13745 0.87904
C 2.58726 -3.03222 1.32351
C 3.13726 -1.87969 2.08158
C 4.46359 -1.70986 2.45791
C 4.84481 -0.56351 3.14459
C 3.91252 0.42253 3.45145
C 2.58627 0.26256 3.06752
C 2.21064 -0.88916 2.39755
H -1.58770 -3.87731 6.58840
H -2.32890 -4.65028 4.35091
H -1.49690 -3.54439 2.32810
H 0.82814 -0.86374 4.75023
H -0.02234 -1.97065 6.77236
H -0.47940 -3.86933 0.09064
H 0.81457 -5.83207 -0.68658
H 3.22864 -5.99967 -0.17776
H 4.36609 -4.22421 1.08835
H 5.20567 -2.46116 2.21445
H 5.87911 -0.43428 3.43724
H 4.21984 1.31491 3.98121
H 1.86519 1.04126 3.28592
F 2.33097 2.37294 0.76012
B 1.13387 2.15583 0.23128
F 0.69793 3.22276 -0.54559
```

The value obtained for the total energy is -5010.1307 hartree. The total charge is +1. The orbital gap comes out at 7.010 eV. The LUMO energy comes out at -2.7 eV.

***

No. 6
Molecular formula: C6H10
Method: DFT, wB97M-V/def2-TZVPD

Structure (XYZ):
```
16
C6H10 wB97M-V/def2-TZVPD
C -0.25190 1.95055 -0.92418
C -0.53841 0.73004 -0.05857
C 0.85868 -0.38536 2.02604
C 0.58998 -1.57182 1.26886
C -0.04096 -1.75372 0.09926
C -0.42204 -0.60186 -0.79315
H -0.93194 1.99290 -1.78320
H 0.77257 1.91954 -1.31256
H -0.36930 2.87800 -0.35460
H -1.52147 0.80798 0.41867
H 1.94734 -0.17033 1.96511
H 0.15913 0.75349 0.81929
H 0.98720 -2.44676 1.80183
H -0.18230 -2.76266 -0.27886
H 0.31978 -0.52049 -1.60326
H -1.37635 -0.81949 -1.29067
```

The value obtained for the total energy is -234.4470 hartree. The total charge is 0. The orbital gap comes out at 7.607 eV. The LUMO energy comes out at -0.3 eV.

***

Question: total charge of number 3 (C5H11NO)?
Answer: +1